Record 1
Below is a cluster of 2 separate species, C8H16Si in total, with properties calculated with ωB97M-V/def2-TZVPD.

## Properties
HOMO-LUMO gap (eV): 7.8
Molecular weight (g mol⁻¹): 140.30
Energy relative to the best compared isomer or geometry (same formula, charge and spin) (kJ/mol): 612.7
Electronic energy (Eh): -603.689317
SMILES: C=C=[SiH]C(C)C.C=CC

XYZ file:
```
25
Properties=species:S:1:pos:R:3:forces:R:3
H -1.84952 1.28416 0.00314 -1.828 -0.640 0.391
H -2.25263 -1.50270 -0.72277 0.761 1.134 -0.847
C -2.66772 0.50415 -0.17202 0.920 1.778 -0.990
H 1.48863 -1.78275 -1.78597 -0.541 0.110 0.356
C -2.16721 -0.46279 -1.20008 -0.598 -2.142 1.122
C 3.39908 0.68008 -0.44065 -0.436 -2.037 0.712
H 1.87555 0.73375 -1.74408 -0.683 -1.332 0.350
H 2.08252 2.90939 2.20460 1.476 0.262 2.051
C -3.93244 0.55489 0.24600 1.206 0.261 1.080
H 3.23357 1.69334 -0.33142 0.365 2.295 0.496
C 0.92751 2.26225 0.90948 -2.132 -3.691 -0.692
C 2.13198 -1.41720 -0.97555 -0.400 -0.754 -1.528
C 1.35011 3.29921 1.58442 0.554 -7.525 -0.227
H 3.07053 -1.89998 -1.33045 0.073 1.025 0.609
H -2.82316 -0.52994 -2.03984 -0.616 0.158 -0.643
H -0.40575 -0.43718 0.81100 -0.094 0.073 0.154
H 1.24038 4.21949 1.42590 -1.126 7.390 -1.299
H -4.26952 1.28664 0.97567 0.088 0.030 -0.225
H 3.76659 0.21567 0.48043 0.121 0.288 -0.028
H -4.58924 -0.27226 0.08196 -0.465 -0.300 -0.472
H -1.18322 -0.23876 -1.60866 0.127 -0.185 0.361
C 2.02800 0.11060 -0.81948 0.447 -0.160 -0.647
H 4.09841 0.47812 -1.24127 0.207 0.006 -0.208
Si 0.65424 0.49752 0.46879 2.524 4.047 0.037
H 1.83556 -1.93382 -0.06353 0.050 -0.090 0.086
```
Positions in Å, forces in eV/Å.

Atom charges from the Löwdin analysis, given in e for atoms 1 to 6: number 1, H, carries 0.06; number 2, H, carries 0.11; number 3, C, carries -0.29; number 4, H, carries 0.07; number 5, C, carries -0.17; number 6, C, carries -0.15

---

Record 2
Below is a cluster of 2 separate species, C8H16Si2 in total, with properties calculated with ωB97M-V/def2-TZVPD.

## Properties
HOMO-LUMO gap (eV): 8.4
Molecular weight (g mol⁻¹): 168.39
Energy relative to the best compared isomer or geometry (same formula, charge and spin) (kJ/mol): 144.2
Electronic energy (Eh): -893.248671

XYZ file:
```
26
Properties=species:S:1:pos:R:3:forces:R:3
Si 2.33582 0.49717 1.66856 0.858 1.816 0.118
H 1.75346 2.33886 -1.26284 0.153 -1.114 1.352
H 2.25303 1.82975 2.31718 0.043 -0.049 0.216
H 0.53736 -3.40249 -1.30137 -1.816 -3.089 0.279
C 0.14187 0.09022 -1.08632 1.693 2.554 -5.458
C 0.98418 -2.50440 -1.25821 -0.453 5.131 -4.025
H 0.19037 0.53644 -2.46814 -0.126 -1.407 4.037
H -2.38272 2.43481 -0.48308 0.347 -0.607 -0.841
C -0.93646 0.73368 -0.38817 -2.574 0.610 0.835
H 3.75296 0.09355 1.76071 -0.029 -0.199 -0.072
H -0.79844 2.64564 -1.44972 -0.696 -0.366 0.114
H 1.46433 -0.35518 2.37069 -0.891 -1.078 0.560
H -2.14972 -0.15556 2.58412 -0.587 0.128 -1.969
C -0.94085 -1.45094 0.02709 0.459 -0.949 -0.550
C -1.30841 2.18255 -0.58582 -0.440 -0.647 -0.925
H -0.96114 2.70568 0.22267 1.334 1.599 2.258
H 1.38226 -2.31868 -2.33219 -0.352 -0.324 1.697
C -2.59241 -0.15369 1.50647 4.057 -0.484 1.155
C 0.03899 -1.33298 -0.91078 -0.309 -1.508 1.448
H -3.09127 -1.03033 1.35261 -1.876 -2.331 0.208
H -1.12315 -2.45438 0.36119 -0.630 -0.189 0.750
C -1.58558 -0.19762 0.39178 1.953 -0.263 -0.248
H -3.19569 0.63109 1.34748 -2.434 2.933 -0.049
H 1.76693 -2.46540 -0.61028 2.441 -0.260 1.766
Si 1.77813 0.94225 -0.49716 -1.184 0.520 -2.095
H 2.68616 0.15995 -1.27646 1.061 -0.425 -0.560
```
Positions in Å, forces in eV/Å.

Atom charges from the Löwdin analysis, given in e for atoms 1 to 6: number 1, Si, carries 0.48; number 2, H, carries -0.02; number 3, H, carries -0.12; number 4, H, carries 0.03; number 5, C, carries -0.45; number 6, C, carries -0.03

---

Record 3
Below is a structure of composition C8H17AlIO2, with properties calculated with ωB97M-V/def2-TZVPD.

## Properties
HOMO-LUMO gap (eV): 7.7
Molecular weight (g mol⁻¹): 299.11
Electronic energy (Eh): -1005.666034
Total charge: -1

XYZ file:
```
29
Properties=species:S:1:pos:R:3:forces:R:3
H 1.62687 -3.00596 -0.38128 0.040 -0.002 0.055
C 0.99953 -2.29845 0.16851 0.019 0.061 -0.103
H 0.16708 -0.81433 -1.17569 0.058 -0.091 -0.115
C -2.76456 0.28070 -0.39953 0.230 0.042 0.002
H -3.84583 0.08449 -0.43936 0.009 -0.003 -0.063
Al -1.87123 -1.41898 0.32174 -0.103 0.065 -0.099
H -2.41972 0.43029 -1.43330 -0.091 -0.062 -0.019
H -2.91152 -2.65792 0.04558 0.018 0.019 0.035
H -4.18881 2.63217 -0.66677 0.009 0.019 0.042
O 3.27156 -1.36802 0.17771 -0.125 -0.043 -0.383
H -1.57179 -1.24922 1.91982 0.008 0.003 0.019
H 3.06559 1.02587 1.07038 0.063 0.031 0.049
H 4.67471 1.42093 0.41761 0.005 -0.005 -0.040
C -3.14152 2.81346 -0.40219 -0.027 -0.026 -0.146
H -2.58880 2.95955 -1.33220 -0.009 0.008 0.013
C 3.68297 1.04009 0.17703 -0.158 -0.035 -0.082
O 4.56888 -0.51002 -1.40159 0.093 -0.034 0.161
C -2.62083 1.58944 0.33529 -0.404 -0.013 -0.020
H -3.07578 3.72870 0.18825 0.009 -0.010 0.022
H 0.60797 -2.82660 1.04333 0.002 -0.117 -0.068
C -0.15160 -1.74952 -0.69744 -0.080 0.000 0.188
H 3.22770 1.71128 -0.55034 0.023 0.007 -0.017
H -0.37976 -2.45618 -1.50232 0.005 0.030 -0.029
H 1.54107 -0.22150 0.35904 -0.050 -0.050 -0.001
H -3.11056 1.52390 1.30741 0.245 0.002 0.104
C 3.86095 -0.33286 -0.44387 0.010 0.056 0.132
C 1.91504 -1.19090 0.68320 0.032 0.137 0.288
H 1.97082 -1.17814 1.77328 0.069 -0.025 0.003
I -0.53846 2.03775 0.83770 0.097 0.033 0.071
```
Positions in Å, forces in eV/Å.

Atom charges from the Löwdin analysis, given in e for atoms 1 to 6: number 1, H, carries 0.10; number 2, C, carries -0.27; number 3, H, carries 0.03; number 4, C, carries -0.39; number 5, H, carries 0.04; number 6, Al, carries 0.19

---

Record 4
Below is a structure of composition C8H17AsCl14F6NiO5PY, with properties calculated with ωB97M-V/def2-TZVPD.

## Properties
HOMO-LUMO gap (spin up / spin down) (eV): 7.7 / 6.4
Molecular weight (g mol⁻¹): 1057.04
Energy relative to the best compared isomer or geometry (same formula, charge and spin) (kJ/mol): 451.7
Electronic energy (Eh): -11856.918916
Multiplicity: 3

XYZ file:
```
54
Properties=species:S:1:pos:R:3:forces:R:3
F 18.85768 -25.91105 -7.68289 -1.160 -0.757 1.511
F 16.37735 -25.61149 -7.34272 1.594 -0.457 0.947
Cl 19.08216 -24.73986 -11.43330 0.267 0.224 -0.364
C 13.65753 -23.73791 -7.25197 -0.212 0.790 0.926
H 21.25870 -25.60765 -8.31378 -0.296 0.274 -0.290
C 13.75025 -29.19720 -4.20913 0.501 0.262 0.709
C 16.71873 -30.86499 -6.76814 0.036 0.022 -0.360
Y 15.10628 -25.89620 -3.34784 -1.232 -4.442 -2.535
Cl 15.16366 -29.30827 -9.65738 -0.104 0.013 0.156
Cl 22.66148 -24.71667 -4.54986 -0.608 -0.375 0.763
Cl 21.50633 -30.70922 -7.28622 0.215 0.350 0.578
H 13.27923 -28.71361 -8.41125 0.126 0.432 0.087
H 14.82463 -27.86417 -7.84344 -0.346 -0.219 0.079
C 21.59985 -24.60515 -8.57208 -0.455 -0.069 0.455
Cl 19.94955 -24.69066 -3.31025 0.538 -0.293 0.372
H 21.18946 -26.49466 -4.25700 -0.376 0.303 0.031
H 21.51714 -24.35537 -9.62984 -0.200 -0.041 0.314
Cl 13.85012 -26.70974 -9.60494 -0.270 -0.012 0.018
Cl 22.43071 -27.93149 -6.57729 -0.769 -0.539 0.139
H 14.36304 -29.86096 -4.81905 0.522 0.172 -0.158
H 14.63214 -23.36037 -7.56132 0.047 -0.127 0.648
As 17.71816 -26.27665 -6.36623 0.929 -0.503 -1.175
O 14.34216 -27.96081 -3.90195 0.509 2.485 0.358
Cl 17.32871 -30.42316 -5.17134 -0.335 -0.242 0.363
H 20.38947 -28.78736 -7.49132 0.004 0.686 0.561
H 20.51149 -29.18976 -5.72467 0.364 0.206 -0.123
Cl 12.77490 -22.46256 -6.26015 0.750 -0.875 -0.913
F 16.52180 -26.55979 -5.04933 0.600 0.318 -0.237
F 18.05371 -24.59305 -5.70365 -0.304 -1.494 -0.969
Cl 23.28224 -24.58622 -8.11671 0.722 0.189 0.022
Cl 20.64150 -23.43859 -7.58263 0.322 -0.238 -0.506
P 16.00587 -23.48692 -2.61217 4.381 0.279 2.520
Cl 13.83564 -25.22723 -6.21825 -0.623 0.421 -0.789
H 17.25282 -25.38150 -10.15255 0.089 -0.055 -0.115
F 19.03598 -26.95632 -5.31027 -1.997 0.994 -1.532
O 17.22911 -22.55850 -2.45857 -3.303 2.037 1.561
F 17.28647 -27.90540 -6.97783 0.771 1.856 0.560
C 18.03507 -25.92864 -10.67869 -0.097 0.380 1.457
Cl 16.63592 -32.63961 -7.04048 0.360 0.668 0.050
H 15.70163 -30.52657 -6.96583 0.240 0.214 0.471
Ni 17.65382 -23.24391 -4.24576 2.270 0.308 -1.687
C 21.41504 -25.64649 -3.61062 0.749 -0.255 -1.052
H 21.84855 -26.06036 -2.70019 -0.110 0.664 0.100
C 14.19178 -28.17826 -8.67347 0.640 -0.137 -0.281
C 21.04512 -29.06925 -6.66745 0.029 -0.640 -1.145
O 16.84290 -24.65214 -3.14790 9.868 -9.154 3.093
H 13.10505 -23.90247 -8.17706 -0.332 -0.575 0.553
O 15.25941 -24.47587 -1.74676 -3.686 2.465 3.204
H 12.81148 -29.10827 -4.75584 -0.314 0.211 0.244
Cl 17.27818 -27.04063 -11.75920 -0.194 -0.503 -0.675
H 17.41619 -30.33141 -7.41385 -0.235 -0.700 -0.430
H 18.62231 -26.45966 -9.92950 -0.079 -0.046 -0.324
O 15.74063 -23.82380 -4.08767 -9.233 5.935 -7.080
H 13.63650 -29.70627 -3.25204 -0.574 -0.412 -0.110
```
Positions in Å, forces in eV/Å.

Atom charges from the Löwdin analysis, given in e for atoms 1 to 6: number 1, F, carries -0.27; number 2, F, carries -0.30; number 3, Cl, carries 0.54; number 4, C, carries -0.86; number 5, H, carries -0.01; number 6, C, carries -0.25